Entry 1:
The following is a DFT calculation (the ωB97M-V functional and the def2-TZVPD basis) of the ion C9H14FO2S with charge +1 in a non-equilibrium geometry.

Positions of all 27 atoms, in Å:
S  -1.59377  1.18828  -1.30411
F  1.28876  2.81236  -0.54670
O  1.76500  -1.86966  2.09833
O  2.39268  -0.03698  0.89747
C  -0.27538  1.99121  -2.33718
C  -1.15296  -0.60650  -1.28513
C  -1.56891  2.12697  1.55883
C  0.32327  -1.76297  1.99209
C  2.39225  -0.62172  1.97559
C  1.16694  1.95532  -1.66430
C  -1.51070  1.92154  0.34934
C  -0.07516  -2.16231  0.48204
C  -1.41311  -1.36391  0.08958
H  2.91599  -0.08628  2.83557
H  -2.22092  -2.14273  -0.09924
H  1.51571  0.89385  -1.42986
H  -0.57299  3.02706  -2.70090
H  -1.78477  -0.71618  0.93404
H  -0.20237  1.35385  -3.28356
H  -1.85701  2.20625  2.64742
H  1.88863  2.34307  -2.46188
H  -0.11680  -2.57403  2.66044
H  0.79438  -1.96321  -0.20823
H  -0.06190  -0.72696  2.26260
H  -0.08156  -0.68914  -1.66346
H  -0.22452  -3.29315  0.48402
H  -1.78415  -1.11842  -2.08906

Cartesian forces (eV/Å) of the 3 atoms listed first:
S -0.3259 1.5331 1.0475
F -0.5799 -1.2696 -1.2995
O 0.4264 1.9361 1.3046

Net charge = +1
DFT total energy = -27195.6669 eV
Molecular weight = 205.27 g/mol
Orbital gap = 9.609 eV
LUMO level = -4.0 eV
Spin multiplicity = 1

Löwdin population analysis, charges in e, atoms 1 to 4:
1. S 1.120
2. F -0.058
3. O -0.084
4. O 0.050

---

Entry 2:
The following is a DFT calculation (the ωB97M-V functional and the def2-TZVPD basis) of a cluster of 2 separate species, C9H14N in total in a non-equilibrium geometry.

Positions of all 24 atoms, in Å:
N  0.99149  1.49105  1.49361
C  1.65322  0.40372  1.18128
C  2.24887  0.56615  -0.24805
C  1.03406  -2.04196  1.88968
C  0.96119  2.48256  0.50294
C  -2.25327  -2.36251  -0.83738
C  1.39248  -0.89635  1.66536
C  2.08588  2.07592  -0.51931
C  -1.99911  -0.83641  -0.69527
C  -3.09842  -1.23246  -1.55455
H  -1.45677  -2.99106  -1.21198
H  -2.84436  -2.76157  0.09227
H  -0.07787  2.34720  0.06864
H  -1.01171  -0.45717  -1.03351
H  3.06961  2.60263  -0.18484
H  -4.12434  -1.27576  -1.14524
H  3.23182  0.04827  -0.38369
H  -2.40332  -0.40697  0.19908
H  0.40391  1.61247  2.32165
H  0.72401  -2.89579  2.35630
H  1.66585  -0.15154  -0.75143
H  0.93487  3.44469  1.06654
H  -2.99961  -1.18227  -2.74931
H  1.87153  2.41716  -1.52277

Cartesian forces (eV/Å) of the 3 atoms listed first:
N 1.0786 -2.7290 1.7605
C -0.9588 0.3575 -2.0245
C 0.9807 0.0029 1.8500

Net charge = +1
DFT total energy = -11038.8777 eV
Molecular weight = 136.22 g/mol
Orbital gap = 7.343 eV
LUMO level = -5.3 eV
Spin multiplicity = 1

Löwdin population analysis, charges in e, atoms 1 to 4:
1. N 0.104
2. C -0.152
3. C -0.068
4. C 0.257

---

Entry 3:
The following is a DFT calculation (the ωB97M-V functional and the def2-TZVPD basis) of a cluster of 2 separate species, C9H14N2 in total in a non-equilibrium geometry.

Positions of all 25 atoms, in Å:
N  -2.70558  -2.22756  -1.47680
N  -0.59670  -2.57305  -0.61938
C  0.10147  0.87846  0.69900
C  0.07240  -0.24244  1.63612
C  0.68050  -0.77116  -1.36104
C  -0.55288  -1.42861  -1.33066
C  -1.93118  -2.96655  -0.76556
C  -1.29568  1.41823  0.43425
C  1.23970  1.76496  0.51348
C  -1.85402  -1.14152  -1.70729
C  1.68345  -0.75677  -2.19672
H  2.07891  1.35892  1.02358
H  0.24286  -3.05012  -0.23435
H  -1.75615  0.75415  -0.35551
H  1.71939  1.78098  -0.43812
H  -0.18421  0.10519  2.76694
H  1.02650  -0.70766  1.70280
H  -2.14920  -0.29755  -2.30904
H  -1.94640  1.38040  1.35806
H  -1.24921  2.44308  -0.07001
H  1.75346  -1.37098  -3.12581
H  -2.28984  -3.84209  -0.28601
H  2.50705  -0.17303  -1.90318
H  -0.49601  -1.00527  1.16538
H  0.98844  2.84404  0.83768

Cartesian forces (eV/Å) of the 3 atoms listed first:
N 1.4792 1.9723 0.7638
N -1.6270 -1.6155 0.1247
C -1.8345 0.2214 -1.1522

Net charge = 0
DFT total energy = -12535.1155 eV
Molecular weight = 150.22 g/mol
Orbital gap (spin up / spin down) = 6.842 / 7.966 eV
LUMO level (spin up / spin down) = -0.2 / 0.6 eV
Spin multiplicity = 1

Löwdin population analysis, charges in e, atoms 1 to 4:
1. N 0.086
2. N 0.101
3. C -0.384
4. C -0.108

---

Entry 4:
The following is a DFT calculation (the ωB97M-V functional and the def2-TZVPD basis) of the ion C9H14N2 with charge +2 in a non-equilibrium geometry.

Positions of all 25 atoms, in Å:
N  -1.81758  1.06914  -0.34599
N  -0.20977  -0.72539  0.27966
C  -0.46616  -1.77618  -0.71786
C  2.66651  0.39908  -0.18976
C  2.08165  -0.83378  -0.78056
C  1.82311  1.45649  0.27639
C  -2.95881  0.24643  -0.63975
C  0.86539  -1.23405  -0.54915
C  -0.56152  0.70793  -0.06144
C  0.47614  1.62960  0.18067
C  -0.20366  -0.87456  1.72379
H  0.35814  -1.74916  1.90122
H  2.41514  2.22519  0.71225
H  -1.86260  2.06835  -0.50742
H  2.56060  -1.34216  -1.54956
H  -3.81348  0.71085  -0.27688
H  0.08580  2.66684  0.34252
H  3.33420  0.22568  0.70631
H  -2.85467  -0.76496  -0.20543
H  0.42200  0.01620  2.04310
H  -1.29161  -1.00626  2.01564
H  -0.85218  -1.39011  -1.55162
H  3.60028  0.77659  -0.65030
H  -0.84150  -2.73609  -0.35805
H  -2.95544  0.23434  -1.79778

Cartesian forces (eV/Å) of the 3 atoms listed first:
N 3.7493 -0.5220 1.0128
N -0.8640 3.4408 -1.3188
C 1.7593 -2.1562 2.0802

Net charge = +2
DFT total energy = -12518.9010 eV
Molecular weight = 150.22 g/mol
Orbital gap = 8.704 eV
LUMO level = -9.3 eV
Spin multiplicity = 1

Löwdin population analysis, charges in e, atoms 1 to 4:
1. N 0.112
2. N -0.147
3. C 0.099
4. C -0.117

---

Entry 5:
The following is a DFT calculation (the ωB97M-V functional and the def2-TZVPD basis) of a structure of composition C9H14N2O2 in a non-equilibrium geometry.

Positions of all 27 atoms, in Å:
O  -1.41023  -2.20943  -1.31578
O  -1.80643  2.38544  -0.97193
N  -2.53285  0.98783  0.58755
N  -1.84349  -0.03956  -1.30478
C  -2.56447  -0.21914  1.23727
C  1.72531  -1.06858  0.36630
C  -1.59794  -1.31182  -0.62043
C  1.17102  0.17679  1.18987
C  -2.04193  1.18323  -0.71256
C  1.95019  -0.67677  -0.99688
C  1.95776  1.22126  0.45172
C  1.69765  0.97743  -1.04574
C  -2.09496  -1.26566  0.69429
H  -1.54065  0.02169  -2.35975
H  -2.24209  -2.23505  1.12210
H  1.23311  -2.34946  0.80045
H  -3.19535  1.66705  0.97562
H  0.53253  0.93601  -1.36756
H  1.87082  2.37849  0.79159
H  1.23053  0.17479  2.29832
H  2.69996  -1.12283  0.87366
H  3.01033  -1.00729  -0.99336
H  1.16739  -0.97551  -1.70744
H  0.23519  0.44020  0.71231
H  2.36129  1.44890  -1.81008
H  3.04984  0.80134  0.77543
H  -3.02252  -0.31935  2.32979

Cartesian forces (eV/Å) of the 3 atoms listed first:
O 2.0039 -4.5133 -2.4924
O -0.5952 -3.2764 -1.4101
N -1.5218 0.1071 1.8543

Net charge = 0
DFT total energy = -16631.1884 eV
Molecular weight = 182.22 g/mol
Orbital gap = 10.121 eV
LUMO level = 0.6 eV
Spin multiplicity = 1

Löwdin population analysis, charges in e, atoms 1 to 4:
1. O 0.142
2. O 0.037
3. N 0.099
4. N 0.179

---

Entry 6:
The following is a DFT calculation (the ωB97M-V functional and the def2-TZVPD basis) of a structure of composition C9H14N2PRu in a non-equilibrium geometry.

Positions of all 27 atoms, in Å:
Ru  -0.37599  0.84867  -0.29469
P  -2.10689  -0.62928  -0.45050
N  1.23739  -2.20866  2.36055
N  0.32307  -0.50155  1.34975
C  1.09401  -1.58292  1.18180
C  -1.39733  2.24925  -1.49924
C  1.55584  -2.09872  -0.11177
C  0.87648  1.52891  -2.00685
C  -0.56365  1.19478  -2.27897
C  -0.05314  -0.45423  2.70256
C  0.50186  -1.56786  3.36033
C  -0.43599  3.34547  -1.25854
C  0.90414  2.83545  -1.41532
H  1.78255  0.82609  -2.14046
H  -2.86267  -0.64425  0.73650
H  1.86029  3.38620  -1.03753
H  -0.63342  4.39430  -0.95230
H  0.39906  -1.94263  4.36915
H  0.96484  -1.71397  -0.93212
H  -3.05076  -0.30885  -1.42455
H  -2.49887  2.29655  -1.49725
H  1.51318  -3.17932  -0.12946
H  -0.89135  0.47019  -3.11358
H  1.78215  -3.07012  2.44468
H  -0.70285  0.30910  3.08196
H  -1.79163  -1.97445  -0.72148
H  2.56968  -1.80818  -0.32267

Cartesian forces (eV/Å) of the 3 atoms listed first:
Ru 1.9275 0.2922 3.5819
P -0.9777 -0.2257 0.1409
N 0.2704 -0.9826 0.5690

Net charge = 0
DFT total energy = -24402.8825 eV
Molecular weight = 282.27 g/mol
Orbital gap (spin up / spin down) = 3.388 / 7.561 eV
⟨S²⟩ = 8.77
LUMO level (spin up / spin down) = 0.4 / -0.3 eV
Spin multiplicity = 6

Löwdin population analysis, charges in e, atoms 1 to 4:
1. Ru 0.832
2. P 0.617
3. N 0.077
4. N -0.097